DFT (ωB97M-V with the def2-TZVPD basis set) results for 2 unconnected molecules or ions with the total composition C2.

XYZ file:
```
2
Properties=species:S:1:pos:R:3:forces:R:3
C 0.0000 0.0000 1.2376 0.000 0.000 -3.570
C 0.0000 0.0000 -1.2376 0.000 0.000 3.570
```
Forces are in eV/Å.

Summary:
* orbital gap (spin up / spin down): 6.2 / 7.3 eV
* largest force on an atom: 0.0694 Eh/bohr
* 2S+1: 2
* ΔE to the lowest compared entry with this formula, charge and spin: 71.3 kcal/mol
* lowest unoccupied orbital energy (spin up / spin down): -10.73 / -9.73 eV
* net charge: +1

So, what does the Mulliken scheme give us? The charges, in e, come out as: number 1, C, carries 0.5000; number 2, C, carries 0.5000